Density functional theory data (wB97M-V/def2-TZVPD) for a structure of composition C25H24BCl40N3O6 in a non-equilibrium geometry.

Positions of all 99 atoms, in Å:
C  -1.091  2.573  1.693
B  -1.085  2.451  0.108
O  -2.081  3.037  -0.615
C  0.083  1.596  -0.549
C  1.159  2.064  -1.154
C  1.370  3.550  -1.325
C  0.807  3.948  -2.716
O  -0.604  3.976  -2.755
C  2.151  1.017  -1.662
O  2.715  1.183  -2.699
C  2.285  -0.212  -0.785
C  3.582  -0.963  -0.495
C  4.853  -0.487  -1.186
O  4.866  -0.734  -2.595
C  5.478  -1.914  -2.910
C  6.855  -1.766  -3.512
O  4.958  -2.964  -2.750
C  1.186  -0.659  -0.186
C  1.248  -1.860  0.743
C  -0.078  -2.320  1.375
N  0.285  -3.390  2.361
N  -0.768  -1.269  2.129
N  -0.986  -2.977  0.428
C  -0.070  0.109  -0.458
O  -1.138  -0.398  -0.624
H  -1.552  3.493  2.050
H  -1.606  1.708  2.122
H  -0.057  2.503  2.046
H  -2.199  3.952  -0.332
H  0.947  4.146  -0.512
H  2.427  3.812  -1.384
H  1.142  3.177  -3.413
H  1.151  4.934  -3.018
H  -0.948  3.080  -2.694
H  3.759  -0.858  0.577
H  3.448  -2.009  -0.766
H  5.126  0.542  -0.959
H  5.665  -1.089  -0.761
H  7.433  -2.671  -3.382
H  7.342  -0.898  -3.072
H  6.729  -1.541  -4.572
H  1.604  -2.705  0.149
H  1.990  -1.716  1.524
H  -0.658  -3.740  2.724
H  0.681  -2.896  3.159
H  -1.668  -1.077  1.705
H  -0.263  -0.390  2.104
H  -0.811  -3.973  0.499
H  -0.688  -2.720  -0.506
C  5.374  3.413  -3.509
Cl  4.134  3.778  -4.712
Cl  6.761  4.487  -3.742
Cl  4.708  3.642  -1.888
Cl  5.863  1.736  -3.656
C  3.609  -2.974  4.776
Cl  1.896  -2.796  5.196
Cl  4.187  -4.542  5.343
Cl  3.821  -2.876  3.026
Cl  4.536  -1.685  5.553
C  -3.726  -4.439  2.461
Cl  -4.553  -4.631  4.016
Cl  -1.995  -4.136  2.741
Cl  -3.916  -5.915  1.508
Cl  -4.422  -3.076  1.587
C  -5.096  -0.643  -2.190
Cl  -6.162  -0.737  -0.785
Cl  -3.445  -0.578  -1.585
Cl  -5.308  -2.084  -3.196
Cl  -5.472  0.807  -3.135
C  -3.390  -10.107  0.315
Cl  -3.447  -9.090  -1.129
Cl  -1.746  -10.718  0.544
Cl  -3.861  -9.155  1.725
Cl  -4.502  -11.468  0.124
C  4.140  7.557  -6.266
Cl  3.013  7.431  -4.908
Cl  5.796  7.615  -5.653
Cl  3.950  6.152  -7.321
Cl  3.798  9.030  -7.179
C  -1.351  7.262  -1.086
Cl  0.091  6.412  -0.514
Cl  -1.355  8.914  -0.455
Cl  -1.355  7.302  -2.847
Cl  -2.788  6.405  -0.506
C  -5.977  7.819  2.137
Cl  -6.779  6.535  1.226
Cl  -4.462  8.246  1.334
Cl  -7.030  9.236  2.213
Cl  -5.634  7.251  3.776
C  -4.808  1.432  2.885
Cl  -5.974  0.558  3.884
Cl  -4.364  2.948  3.684
Cl  -3.362  0.437  2.669
Cl  -5.529  1.787  1.313
C  -3.767  -10.641  5.817
Cl  -5.480  -10.945  5.500
Cl  -3.566  -8.999  6.441
Cl  -3.173  -11.803  7.010
Cl  -2.855  -10.812  4.315

Net charge: 0
Largest force on an atom, hartree/bohr: 0.1383
E_tot, eV: -544637.1326
HOMO-LUMO gap, eV: 8.45
HOMO, eV: -9.3